ORCA calculation (the ωB97M-V functional and the def2-TZVPD basis) on a molecular structure, C4H7NO2 at a distorted geometry.

Cartesian coordinates (Å):
H  -0.025  1.174  -2.392
C  -0.172  -0.409  -0.965
O  -2.468  0.966  1.392
H  -0.375  -1.086  2.336
C  -1.717  0.139  1.126
C  0.446  0.886  -1.445
N  -0.008  -0.264  1.857
H  1.524  0.791  -1.608
H  1.579  0.156  0.622
O  -1.396  -0.434  -0.673
H  0.289  -1.350  -1.294
C  0.876  -0.610  0.938
H  1.190  -1.648  0.829
H  0.257  1.689  -0.724

As for the frontier orbital gap: 9.5 eV. For the LUMO energy, the calculation gives 0.0094 Eh. Its largest force on an atom is 1.234 eV/Å. The value obtained for the energy above the lowest of the compared OMol25 structures with the same formula, charge and spin is 4.355 eV.

ORCA calculation (the ωB97M-V functional and the def2-TZVPD basis) on a molecular structure, C30H60BeFNO24 at a distorted geometry.

Cartesian coordinates (Å):
Be  -0.047  -0.244  1.492
O  -2.123  -6.822  1.314
H  2.546  -1.719  -2.259
H  3.599  -1.109  3.127
C  4.194  -0.659  2.333
H  3.676  1.728  -0.827
O  1.477  -3.254  4.254
H  -2.140  3.331  2.533
O  5.639  3.379  -1.999
H  -3.417  -0.786  1.589
C  2.082  -3.614  3.055
O  -3.277  -8.310  0.161
O  0.336  -0.141  -3.156
O  -3.405  0.107  4.448
H  5.020  3.936  -0.148
O  1.337  1.659  0.537
H  6.728  1.340  -0.384
H  -0.550  -3.502  -1.260
C  0.383  -0.642  6.309
H  -4.821  -1.191  -3.982
O  -3.950  0.712  0.175
H  -0.695  6.389  -2.599
H  -1.644  3.879  0.158
O  0.642  -1.892  5.722
H  0.324  1.933  -2.895
O  2.181  -1.255  0.573
C  2.056  5.662  -1.013
H  4.260  2.290  -3.094
H  2.853  5.708  -1.755
O  1.103  -1.101  3.617
O  -0.690  -1.920  -2.674
C  5.830  3.359  -0.595
O  -2.746  -6.315  -0.796
H  -2.297  1.775  -5.569
H  -3.090  -1.417  -4.061
H  -1.999  -2.461  -1.331
H  3.543  -2.976  -2.627
H  1.039  3.988  -0.316
C  5.789  1.876  -0.241
C  -1.957  3.192  3.598
H  2.121  3.665  -1.706
C  0.981  1.072  -3.016
H  -1.772  -3.661  -2.589
H  -3.598  -8.626  -1.894
H  1.276  -0.052  6.518
H  -2.983  -0.003  -2.181
C  -1.812  -5.431  1.662
O  0.311  4.624  -2.110
H  -2.602  -4.934  2.225
F  -1.325  -2.293  1.482
H  -4.524  0.755  -5.665
H  -2.469  -1.753  4.905
C  4.680  1.464  -1.160
H  -1.753  3.257  -1.430
H  5.878  1.647  -2.951
C  -2.370  3.648  -0.622
C  -2.709  -7.052  0.149
O  -1.459  0.398  3.387
C  2.893  -2.651  -1.814
H  -3.216  -1.698  3.374
H  -0.249  -0.075  5.626
C  3.317  -1.621  0.361
H  -1.004  -5.340  2.389
C  -3.646  0.397  -2.947
C  -0.192  -0.886  -2.121
C  1.108  -1.959  4.453
H  -4.991  -8.838  -0.861
H  -1.595  0.343  -4.758
O  -2.978  1.459  -3.609
H  5.430  1.701  0.774
O  -3.325  2.624  -0.353
O  1.320  1.854  2.514
N  1.857  2.221  1.500
C  -2.477  0.976  -4.849
C  0.315  5.992  -2.496
H  -3.289  -1.172  -0.163
C  1.045  6.690  -1.416
H  -4.865  -1.079  0.617
H  -3.736  -10.013  -0.876
H  -0.922  2.948  3.839
C  -2.467  0.853  3.880
H  0.847  6.076  -3.444
H  2.101  -3.396  -1.733
H  5.135  -0.255  2.707
H  -3.407  -0.489  -6.147
H  1.585  7.605  -1.662
H  3.110  -3.268  2.947
C  -2.961  1.496  0.222
O  2.748  3.017  1.398
C  -3.862  -0.651  0.604
H  2.199  -4.697  3.027
C  -3.661  0.182  -5.327
C  5.097  2.176  -2.405
C  -3.873  -0.658  -4.060
H  0.444  6.929  -0.539
H  1.497  1.170  -2.060
H  3.651  0.250  2.075
C  -3.906  -8.937  -0.896
O  3.706  -2.473  -0.664
H  4.619  0.389  -1.332
O  -2.782  2.178  4.145
H  -3.056  4.440  -0.922
H  1.570  -3.193  2.190
H  -0.111  -0.768  7.272
O  -0.217  -0.584  -0.930
H  -4.578  0.777  -2.528
H  -4.224  -1.746  4.828
C  -3.324  -1.316  4.389
H  6.794  3.776  -0.303
O  4.297  -1.475  1.194
H  2.499  5.689  -0.017
O  -1.819  1.276  0.655
C  1.430  4.378  -1.255
H  -2.237  4.121  4.094
H  1.556  1.393  -3.884
H  -1.612  -4.792  0.802
C  -1.244  -2.981  -1.920

As for the frontier orbital gap: 4.1 eV. For the LUMO energy, the calculation gives -0.1787 Eh. Its largest force on an atom is 5.391 eV/Å. The value obtained for the energy above the lowest of the compared OMol25 structures with the same formula, charge and spin is 0.000 eV.

ORCA calculation (the ωB97M-V functional and the def2-TZVPD basis) on C27H34ClN3O3 in the gas phase.

Cartesian coordinates (Å):
H  -2.802  2.812  -1.615
C  -1.165  0.469  -1.957
H  1.289  1.154  -0.381
H  -1.047  2.891  -1.384
C  -2.980  -1.056  -0.347
H  -1.227  -3.211  -0.112
C  -2.166  3.201  0.416
C  -1.977  2.521  -0.944
H  1.875  -4.929  -3.172
H  0.876  -1.958  2.890
C  -1.866  -3.221  -0.998
C  -1.947  -4.534  -3.132
H  -3.714  0.910  0.126
H  -3.073  2.839  0.901
H  -3.764  0.519  -1.606
H  4.498  0.793  3.380
C  -0.860  -0.992  -1.648
C  1.585  -0.221  1.910
C  2.720  1.764  1.085
H  2.134  0.963  4.250
N  -1.872  1.070  -0.836
C  0.186  -4.137  -2.128
H  4.291  2.182  4.484
C  2.625  2.632  -1.153
C  0.853  -0.881  3.065
Cl  1.864  2.663  -2.707
N  2.192  0.982  2.138
O  -0.497  1.852  3.886
C  0.041  -5.361  -4.186
C  3.707  3.462  -0.911
H  -1.093  3.526  2.279
H  -1.043  0.960  0.878
H  1.295  -0.682  4.037
H  -1.119  -0.853  2.186
H  -1.762  0.537  -2.884
H  5.134  4.075  0.567
H  0.784  -3.714  -1.333
H  -0.234  1.012  -2.121
H  -0.227  -1.048  -0.760
C  -1.195  -3.988  -2.100
C  -0.609  -0.399  3.036
C  2.486  1.576  3.427
C  -0.665  1.122  2.924
C  3.813  2.605  1.341
H  -1.934  -5.639  -4.963
C  4.292  3.442  0.338
O  1.559  -0.733  0.808
C  3.999  1.763  3.519
H  -0.307  -1.427  -2.481
C  0.800  -4.820  -3.163
H  -1.107  -0.702  3.958
H  -3.961  -1.525  -0.249
H  -0.053  3.308  0.851
H  0.520  -5.895  -4.994
C  -1.336  -5.217  -4.168
C  -0.974  2.971  1.344
C  -2.154  -1.770  -1.417
H  -2.810  -3.706  -0.736
N  -0.862  1.570  1.677
C  -3.164  0.422  -0.682
H  -2.282  4.273  0.248
H  -2.471  -1.141  0.615
H  -2.726  -1.784  -2.352
H  1.987  2.549  3.496
H  -3.023  -4.427  -3.121
O  4.448  2.675  2.543
C  2.128  1.793  -0.174
H  4.084  4.112  -1.684

As for the frontier orbital gap: 9.1 eV. For the LUMO energy, the calculation gives 0.0260 Eh. Its largest force on an atom is 0.561 eV/Å. Its structure (SMILES) is O=C(CCC(=O)N1CCOc2ccc(Cl)cc21)NCCCN1CCC(Cc2ccccc2)CC1.

ORCA calculation (the ωB97M-V functional and the def2-TZVPD basis) on 2 unconnected molecules or ions with the total composition C2H4N2O3 at a distorted geometry.

Cartesian coordinates (Å):
C  1.534  0.866  -0.101
H  -1.636  0.215  0.456
H  -0.956  -1.314  0.056
O  3.231  -0.426  0.521
O  1.220  -1.189  0.674
C  -1.757  -0.644  -0.205
O  0.123  2.668  -0.424
H  -1.859  -0.430  -1.337
H  -2.704  -1.174  0.078
N  0.780  1.747  -0.116
N  2.024  -0.319  0.399

As for the spin multiplicity: 3. As for the expectation value of S²: 2.048. As for the frontier orbital gap (spin up / spin down): 8.6 / 6.5 eV. For the LUMO energy (spin up / spin down), the calculation gives 0.0023 / -0.1684 Eh. Its largest force on an atom is 7.309 eV/Å. The value obtained for the energy above the lowest of the compared OMol25 structures with the same formula, charge and spin is 6.279 eV.

ORCA calculation (the ωB97M-V functional and the def2-TZVPD basis) on 2 unconnected molecules or ions with the total composition C9H14 at a distorted geometry.

Cartesian coordinates (Å):
C  1.785  0.769  -0.641
H  0.099  0.097  3.126
H  -0.757  1.483  3.645
H  -1.174  0.329  -3.321
H  0.296  1.726  2.316
C  1.994  -0.251  0.288
H  -2.489  0.602  2.378
H  1.336  -2.154  0.905
C  -1.558  0.619  1.811
H  0.650  1.394  -2.342
C  -0.387  0.992  2.736
C  0.183  -1.510  -0.766
H  -1.478  -0.332  1.296
C  -1.009  -0.612  -2.810
C  1.142  -1.329  0.222
C  0.796  0.642  -1.598
H  -0.809  -1.368  -3.573
C  0.006  -0.510  -1.713
H  -0.293  -2.477  -0.863
H  -1.962  -0.930  -2.380
H  2.848  -0.250  0.943
H  2.392  1.665  -0.712
H  -1.611  1.404  1.054

As for the frontier orbital gap: 10.1 eV. For the LUMO energy, the calculation gives 0.0378 Eh. Its largest force on an atom is 1.495 eV/Å. The value obtained for the energy above the lowest of the compared OMol25 structures with the same formula, charge and spin is 0.360 eV. Its structure (SMILES) is Cc1ccccc1.CC.